w.
Below is an isolated molecule of C4H4N4O, with properties calculated with ωB97M-V/def2-TZVPD.

Element x y z (Å)
C1 -0.707 0.364 0.123
C2 0.328 1.351 0.208
C3 1.591 1.037 -0.127
C4 -0.348 -1.026 0.599
H1 -2.248 -1.255 -0.263
H2 0.088 2.376 0.438
H3 2.457 1.679 0.045
H4 -0.984 -1.460 1.342
N1 -1.820 0.574 -0.428
N2 2.017 -0.129 -0.770
N3 1.584 -1.300 -0.735
N4 0.666 -1.743 0.295
O1 -2.625 -0.467 -0.726

Summary:
Structure (SMILES): O/N=c1/ccnnnc1
Charge: 0

x.
Below is an isolated molecule of C4H4N4O, with properties calculated with ωB97M-V/def2-TZVPD.

Element x y z (Å)
C1 -2.178 0.250 -0.034
C2 -0.063 -0.307 -0.002
C3 1.721 1.162 0.080
C4 2.173 -0.978 -0.053
H1 -3.641 -0.957 -0.054
H2 -1.961 1.328 -0.027
H3 1.965 2.247 0.066
H4 2.751 -1.893 -0.031
N1 -3.445 0.027 0.030
N2 -1.268 -0.747 -0.027
N3 0.404 0.948 0.003
N4 2.663 0.201 -0.063
O1 0.879 -1.281 0.113

Summary:
Structure (SMILES): [H]/N=C\N=c1/ncnco1
Charge: 0

y.
Below is an isolated molecule of C4H4N4O, with properties calculated with ωB97M-V/def2-TZVPD.

Element x y z (Å)
C1 0.985 -0.604 0.864
C2 2.265 -0.176 0.042
C3 -0.766 0.590 -0.703
C4 -0.844 1.970 -0.140
H1 0.599 0.091 1.687
H2 1.300 -1.463 1.527
H3 -0.152 0.535 -1.759
H4 -1.658 0.113 -0.948
N1 -0.940 -1.678 0.134
N2 -0.198 -0.627 -0.045
N3 3.269 -0.017 -0.543
N4 -1.055 2.916 0.482
O1 -2.182 -1.764 -0.135

Summary:
Structure (SMILES): N#CCN(CC#N)N=O
Charge: 0

z.
Below is an isolated molecule of C4H4N4O, with properties calculated with ωB97M-V/def2-TZVPD.

Element x y z (Å)
C1 -0.443 -0.334 -0.460
C2 1.037 -0.946 -0.052
C3 1.449 0.807 1.405
C4 -0.581 1.044 -0.721
H1 -2.487 -0.652 -0.583
H2 1.084 -2.045 -0.388
H3 1.903 0.578 2.357
H4 -1.109 1.490 -1.628
N1 -0.993 -1.490 -0.784
N2 1.896 -0.524 0.753
N3 0.581 1.628 1.084
N4 0.085 1.904 -0.007
O1 -2.421 -1.459 -0.975

Summary:
Structure (SMILES): O/N=c1/cncnnc1
Charge: 0

Winner for stability: x

w.
Below is a cluster of 2 separate species, C3H10OSi2 in total, with properties calculated with ωB97M-V/def2-TZVPD.

Element x y z (Å)
C1 -2.098 0.978 -0.786
C2 -1.272 0.164 -0.052
C3 0.723 0.333 2.587
O1 1.025 2.187 0.291
Si1 0.372 -1.728 -2.711
Si2 0.386 0.678 0.752
H1 -2.894 0.357 -1.337
H2 -2.028 2.043 -0.860
H3 -1.472 -0.855 -0.041
H4 1.676 0.649 2.753
H5 -0.122 0.749 3.252
H6 0.624 -0.657 2.851
H7 0.779 2.970 0.741
H8 -0.704 -2.563 -2.090
H9 -0.551 -0.739 -3.308
H10 1.690 -1.322 -2.097

Summary:
Charge: 0

x.
Below is a cluster of 2 separate species, C3H10OSi2 in total, with properties calculated with ωB97M-V/def2-TZVPD.

Element x y z (Å)
C1 -1.581 0.484 -0.269
C2 -0.801 -0.194 0.500
C3 -3.116 0.444 -0.348
O1 1.849 1.112 -1.090
Si1 2.870 -1.581 0.377
Si2 1.819 0.502 0.443
H1 -1.097 1.138 -1.024
H2 -1.199 -0.954 1.309
H3 -3.641 0.005 0.507
H4 -3.549 -0.025 -1.203
H5 -3.336 1.514 -0.381
H6 1.058 1.535 -1.275
H7 1.905 -2.230 -0.552
H8 2.835 -1.663 1.759
H9 4.195 -1.615 -0.227
H10 1.788 1.527 1.475

Summary:
Charge: 0

Winner for stability: x

w.
Below is a cluster of 2 separate species, C4H14N3O in total, with properties calculated with ωB97M-V/def2-TZVPD.

Element x y z (Å)
C1 1.610 -0.148 -1.677
C2 1.703 0.746 -0.455
C3 0.573 0.404 0.492
C4 0.753 -0.331 1.588
N1 -0.169 -0.535 2.617
N2 -0.718 0.907 0.070
N3 0.242 0.086 -2.337
H1 1.707 -1.236 -1.642
H2 2.328 0.112 -2.452
H3 2.571 0.404 0.102
H4 1.738 1.759 -0.829
H5 1.725 -0.723 1.846
H6 -0.238 -1.497 2.965
H7 -1.110 -0.294 2.278
H8 -0.884 1.837 0.443
H9 -1.574 0.411 0.358
H10 -0.130 0.995 -2.069
H11 0.366 0.089 -3.342
H12 -0.487 -0.548 -2.029
H13 -3.176 -1.579 1.303
H14 -3.689 -0.213 1.717
O1 -3.139 -0.646 1.054

Summary:
Charge: +1

x.
Below is a cluster of 2 separate species, C4H14N3O in total, with properties calculated with ωB97M-V/def2-TZVPD.

Element x y z (Å)
C1 -1.800 1.273 0.376
C2 -1.588 -0.299 0.063
C3 -0.163 -0.722 -0.411
C4 -0.037 -0.642 -1.742
N1 1.202 -0.539 -2.419
N2 0.802 -0.995 0.506
N3 -0.574 2.045 0.488
H1 -2.291 1.185 1.401
H2 -2.593 1.763 -0.315
H3 -2.257 -0.597 -0.763
H4 -1.929 -0.769 1.060
H5 -0.954 -0.644 -2.293
H6 1.942 -0.918 -1.746
H7 1.526 -1.097 -3.234
H8 1.571 0.414 -2.704
H9 0.591 -0.966 1.472
H10 1.733 -1.390 0.444
H11 -0.540 2.880 -0.071
H12 0.303 1.734 0.186
H13 1.474 0.152 3.626
H14 1.950 -1.348 3.162
O1 1.632 -0.518 2.914

Summary:
Charge: +1

Winner for stability: w

w.
Below is an isolated molecule of C20H21N3O2, with properties calculated with ωB97M-V/def2-TZVPD.

Element x y z (Å)
O1 -0.276 -1.461 0.752
C1 0.956 -1.997 0.560
C2 1.177 -3.339 0.834
C3 2.424 -3.892 0.604
C4 3.449 -3.116 0.095
C5 3.238 -1.772 -0.166
C6 1.999 -1.199 0.071
N1 1.688 0.172 -0.162
C7 1.831 1.014 1.031
C8 2.190 2.460 0.650
N2 1.508 2.974 -0.518
C9 1.506 2.049 -1.650
C10 2.281 0.769 -1.343
H1 2.165 0.067 -2.172
H2 3.352 0.994 -1.233
H3 1.954 2.556 -2.514
H4 0.481 1.767 -1.913
C11 0.230 3.609 -0.262
C12 -0.802 2.716 0.347
N3 -1.214 2.752 1.577
C13 -2.112 1.735 1.690
C14 -2.214 1.090 0.485
C15 -2.977 -0.053 0.033
C16 -3.909 -0.661 0.874
C17 -4.623 -1.759 0.438
C18 -4.420 -2.266 -0.835
C19 -3.497 -1.667 -1.676
C20 -2.779 -0.568 -1.249
H5 -2.057 -0.102 -1.903
H6 -3.334 -2.061 -2.669
H7 -4.979 -3.127 -1.170
H8 -5.342 -2.225 1.095
H9 -4.068 -0.268 1.866
O2 -1.368 1.731 -0.374
H10 -2.607 1.540 2.617
H11 0.391 4.440 0.428
H12 -0.140 4.004 -1.213
H13 3.265 2.522 0.450
H14 1.970 3.112 1.496
H15 0.890 0.996 1.593
H16 2.616 0.625 1.696
H17 4.044 -1.166 -0.554
H18 4.419 -3.551 -0.094
H19 2.590 -4.938 0.815
H20 0.359 -3.931 1.213
H21 -0.255 -0.572 0.364

Summary:
Structure (SMILES): Oc1ccccc1N1CCN(Cc2ncc(-c3ccccc3)o2)CC1
Charge: 0

x.
Below is an isolated molecule of C20H21N3O2, with properties calculated with ωB97M-V/def2-TZVPD.

Element x y z (Å)
O1 -0.555 -2.667 1.368
O2 3.278 1.186 0.902
C1 0.010 -1.570 1.569
C2 2.407 0.410 1.305
C3 1.480 0.062 0.274
C4 0.456 -0.917 0.305
C5 -0.175 0.643 -2.314
C6 -0.061 -1.583 -3.311
C7 -0.196 1.210 -3.600
C8 -0.090 -1.025 -4.573
C9 -0.924 -1.303 3.797
C10 1.105 0.403 4.654
C11 0.100 -0.991 2.916
C12 -0.119 -0.750 -2.176
C13 1.144 -0.142 3.353
C14 -0.148 0.373 -4.704
C15 -0.999 -0.744 5.073
C16 -0.015 0.190 5.451
N1 -0.198 -1.309 -0.911
N2 2.337 0.123 2.668
N3 -0.212 0.909 -6.026
C17 -2.157 -1.046 5.985
C18 -0.144 1.002 6.744
C19 -0.851 0.148 -7.097
C20 0.313 2.238 -6.312
H1 1.741 0.489 -0.696
H2 -0.221 1.281 -1.450
H3 -0.002 -2.654 -3.221
H4 -0.222 2.309 -3.702
H5 -0.087 -1.698 -5.419
H6 -1.697 -1.951 3.438
H7 1.927 1.011 5.001
H8 -0.543 -2.253 -0.893
H9 3.044 0.660 3.169
H10 -1.804 -1.056 7.077
H11 -2.901 -0.282 5.809
H12 -2.638 -1.982 5.710
H13 0.193 0.376 7.601
H14 0.366 1.942 6.643
H15 -1.167 1.289 6.959
H16 -0.241 -0.692 -7.446
H17 -1.821 -0.242 -6.785
H18 -1.086 0.819 -7.966
H19 -0.416 3.030 -6.024
H20 0.522 2.364 -7.388
H21 1.264 2.393 -5.756

Summary:
Structure (SMILES): Cc1cc2[nH]c(=O)cc(Nc3ccc(N(C)C)cc3)c(=O)c2cc1C
Charge: 0

Winner for stability: w